(1)
C9H11NOS | wB97M-V/def2-TZVPD

The geometry in ORCA input format:
```
! RIJCOSX wB97M-V def2-TZVPD def2/J DEFGRID3
* xyz 0 1
C 0.3748 0.8877 -0.9670
C -0.4711 -1.0684 0.4247
C -1.3320 -2.2494 -0.1084
C -0.6517 -2.6281 -1.4338
C -0.2403 -1.2506 -1.9873
C 0.6315 1.7013 0.2292
C 0.9325 1.4332 1.5629
C 1.1454 2.6055 2.2953
C 0.9898 3.7788 1.6053
H -0.9451 -0.4096 1.1735
H 0.4397 -1.4878 0.9050
H -1.4014 -3.0285 0.6569
H -2.3311 -1.8202 -0.3230
H -1.4117 -3.1696 -2.0666
H 0.1906 -3.3248 -1.3010
H -1.0387 -0.7268 -2.5370
H 0.5643 -1.3049 -2.7513
H 0.9971 0.4060 1.9675
H 1.2853 2.5914 3.3881
H 1.2206 4.7092 2.1264
N 0.0299 -0.4390 -0.7748
O 0.4274 1.3704 -2.0653
S 0.5941 3.4243 -0.0194
*
```

SMILES: O=C(c1cccs1)N1CCCC1
LUMO energy (eV): 0.6
E_HOMO (hartree): -0.3280
Energy above the lowest of the compared OMol25 structures with the same formula, charge and spin (kcal per mole): 9.9
Kohn-Sham gap (eV): 9.544

=====

(2)
C9H11NOS | wB97M-V/def2-TZVPD

The geometry in ORCA input format:
```
! RIJCOSX wB97M-V def2-TZVPD def2/J DEFGRID3
* xyz 0 1
C 0.5524 0.9634 -1.1054
C -0.2918 1.9248 -0.9576
C 1.3862 -1.0345 -0.8743
C 1.8210 0.2469 -1.1374
C -0.6486 -0.0570 -0.8921
C 0.0073 -1.2912 -0.7687
C 3.1186 0.9050 -1.5847
C -0.5641 -2.6451 -0.6816
C -2.9230 2.2257 1.2346
N -2.4332 0.8769 0.9419
O -3.1630 -0.7783 -0.9346
S -2.3895 0.4504 -0.8569
H 2.1666 -1.8322 -0.7528
H 3.2298 1.9188 -1.0869
H 3.3407 1.0885 -2.6744
H 3.9675 0.2639 -1.3148
H -1.3731 -2.5195 -0.0384
H 0.0967 -3.3648 -0.1047
H -0.9772 -3.0193 -1.5134
H -1.9597 2.7944 1.5252
H -3.2260 2.7169 0.3462
H -3.8286 2.2377 1.8954
H -2.9926 0.1654 1.4322
*
```

LUMO energy (eV): -0.3
E_HOMO (hartree): -0.3207
Energy above the lowest of the compared OMol25 structures with the same formula, charge and spin (kcal per mole): 171.4
Kohn-Sham gap (eV): 8.415

=====

(3)
C9H11NOS | wB97M-V/def2-TZVPD

The geometry in ORCA input format:
```
! RIJCOSX wB97M-V def2-TZVPD def2/J DEFGRID3
* xyz 0 3
C -2.6579 0.3712 0.2717
C 1.6839 -0.8599 0.7030
C 2.9794 -0.4031 0.9683
C 1.9745 0.6975 -0.9373
C 1.0947 -0.1270 -0.3613
C -0.8024 1.9164 0.7255
C -0.8670 -1.7823 -0.7370
C -1.2105 0.3990 0.5567
C -0.4458 -0.2697 -0.6461
N -3.7549 0.4808 -0.0032
O -0.6941 0.4300 -1.8005
S 3.5317 0.6267 -0.2718
H 0.9168 -1.3162 1.3169
H 3.8154 -0.8655 1.5546
H 1.7988 1.4084 -1.7104
H -0.7219 2.2945 -0.2638
H -1.6882 2.2307 1.3672
H 0.2213 1.7904 1.2075
H 0.0476 -2.2205 -1.1208
H -1.7077 -1.8099 -1.3807
H -1.0071 -2.1947 0.2490
H -0.9228 -0.1809 1.4829
H -1.3454 -0.0687 -2.4035
*
```

LUMO energy (alpha / beta) (eV): 0.6 / -3.5
E_HOMO (alpha / beta) (hartree): -0.1824 / -0.3163
Energy above the lowest of the compared OMol25 structures with the same formula, charge and spin (kcal per mole): 91.2
Kohn-Sham gap (alpha / beta) (eV): 5.586 / 5.132

=====

(4)
C9H11NOS2 | wB97M-V/def2-TZVPD

The geometry in ORCA input format:
```
! RIJCOSX wB97M-V def2-TZVPD def2/J DEFGRID3
* xyz 0 3
C -1.4239 1.8409 1.0985
C -0.8945 2.5345 2.1096
C -0.7095 0.6837 0.4636
C 0.3776 2.1288 2.6506
C 0.5670 0.3290 1.2146
C -1.7198 -1.2496 -0.5901
C 1.1242 -1.5143 -3.3584
C 1.2853 -0.7704 0.8906
C -1.1185 -1.3198 -1.7765
N 1.0266 1.0999 2.2470
O -1.6322 -0.4088 0.4533
S 2.7469 -1.2024 1.7072
S 0.1106 -0.2694 -2.4988
H -2.4011 2.0593 0.6939
H -1.4119 3.3677 2.5588
H -0.4611 0.9527 -0.5764
H 0.8083 2.6833 3.4741
H -2.4738 -1.9969 -0.3661
H 1.9775 -1.7733 -2.7368
H 1.4649 -1.0737 -4.2903
H 0.5201 -2.3941 -3.5581
H 0.9945 -1.4461 0.1059
H -1.4226 -2.1121 -2.4419
H 2.6655 -0.1488 2.5256
*
```

LUMO energy (alpha / beta) (eV): 0.7 / -2.2
E_HOMO (alpha / beta) (hartree): -0.2128 / -0.3016
Kohn-Sham gap (alpha / beta) (eV): 6.484 / 5.962

=====

(5)
C9H11O | wB97M-V/def2-TZVPD

The geometry in ORCA input format:
```
! RIJCOSX wB97M-V def2-TZVPD def2/J DEFGRID3
* xyz 1 1
C 3.5322 0.3479 -0.0428
C 2.9020 -0.8248 0.2476
C 2.7978 1.4423 -0.2491
C 1.5267 -0.9164 0.1516
C 1.3883 1.4214 -0.1936
C 0.7278 0.2026 0.0471
C -0.6353 -0.0386 0.0328
C -1.1554 -1.3936 0.2471
C -2.8888 1.0463 -0.0041
O -1.3982 1.0260 -0.1130
H 4.6397 0.5242 -0.0826
H 3.3731 -1.7171 0.5760
H 3.4010 2.2627 -0.5953
H 1.1445 -1.9792 0.1612
H 0.8576 2.3033 -0.4995
H -2.1828 -1.5721 0.3816
H -0.8066 -1.9599 -0.5819
H -0.7336 -1.9531 1.0750
H -3.2446 0.5920 -0.9082
H -3.2357 0.5386 0.8246
H -3.1869 2.1391 0.0331
*
```

LUMO energy (eV): -5.3
E_HOMO (hartree): -0.4976
Energy above the lowest of the compared OMol25 structures with the same formula, charge and spin (kcal per mole): 4.4
Kohn-Sham gap (eV): 8.213

=====

(6)
C9H11O2 | wB97M-V/def2-TZVPD

The geometry in ORCA input format:
```
! RIJCOSX wB97M-V def2-TZVPD def2/J DEFGRID3
* xyz -1 1
C -0.0989 2.3447 2.7521
C -0.6972 -1.1187 0.2681
C -1.7971 -0.4567 0.8332
C 0.5733 -0.6160 0.4792
C -1.6149 0.6660 1.6230
C 0.7428 0.5652 1.2023
C -0.3352 1.1911 1.8189
H -0.8550 -2.0424 -0.2712
H -2.7898 -0.8474 0.6492
H 1.4040 -1.0817 -0.0255
H -2.5517 1.1007 1.9591
H 1.6744 1.0853 1.3818
H 0.4188 2.0346 3.6598
H -1.0201 2.8389 3.0557
H 0.5252 3.0597 2.2092
C 0.5381 -0.7067 -3.0111
C 1.4069 -1.9889 -3.2200
O 0.7744 -3.0401 -3.4774
O 2.6337 -1.8047 -3.0563
H 1.0936 0.0809 -3.5246
H 0.4696 -0.5156 -1.9440
H -0.4950 -0.7481 -3.3617
*
```

LUMO energy (eV): 2.9
E_HOMO (hartree): -0.1399
Energy above the lowest of the compared OMol25 structures with the same formula, charge and spin (kcal per mole): 11.1
Kohn-Sham gap (eV): 6.751

=====

(7)
C9H11O2P | wB97M-V/def2-TZVPD

The geometry in ORCA input format:
```
! RIJCOSX wB97M-V def2-TZVPD def2/J DEFGRID3
* xyz 0 1
C 2.5812 -0.8841 -0.8544
C 1.8732 0.0721 -1.4699
C 2.0231 -1.7464 0.1854
C 0.4395 0.1898 -1.2197
C 0.7949 -1.3859 0.6433
C 0.0208 -0.3257 0.0584
C -1.5135 2.3160 1.1068
C -2.0279 1.0367 0.4402
C -1.0997 -0.0469 0.7445
O 0.1248 -2.4102 -2.1240
O -1.4610 -0.6125 1.9036
P -0.3994 -1.0787 -2.5009
H 3.5551 -1.0584 -1.2150
H 2.2047 0.8649 -2.2559
H 2.5915 -2.5059 0.4878
H 0.1901 1.0822 -1.6932
H 0.4441 -1.9469 1.4321
H -2.0671 3.1945 0.7641
H -0.4204 2.4771 0.8517
H -1.5560 2.2173 2.2129
H -2.2956 1.1132 -0.6631
H -3.0619 0.7668 0.8238
H -0.9405 -1.3291 2.3415
*
```

SMILES: CC/C(O)=C1/C=CC=C[C@H]1P=O
LUMO energy (eV): -0.8
E_HOMO (hartree): -0.2523
Energy above the lowest of the compared OMol25 structures with the same formula, charge and spin (kcal per mole): 105.5
Kohn-Sham gap (eV): 6.069

=====

(8)
C9H11O2S | wB97M-V/def2-TZVPD

The geometry in ORCA input format:
```
! RIJCOSX wB97M-V def2-TZVPD def2/J DEFGRID3
* xyz -1 1
C 2.5403 -0.0250 2.0176
C 2.5392 0.7759 0.9027
C 1.4885 -0.8262 2.2454
C 1.4905 0.5965 -0.0438
C 0.3423 -0.9071 1.4180
C 0.3926 -0.2636 0.1879
C -0.5081 -0.1061 -2.2287
C -1.8541 -1.2244 -0.5227
C -0.7237 -0.2825 -0.7836
O -2.1414 2.7699 -1.4515
O -3.1731 1.5079 0.3914
S -1.9811 2.0889 -0.1530
H 3.4152 -0.0649 2.7089
H 3.2333 1.6240 0.7165
H 1.5544 -1.3203 3.2092
H 1.4147 1.2827 -0.9001
H -0.3973 -1.6078 1.7579
H -1.3089 0.3407 -2.6931
H 0.3256 0.6402 -2.4704
H -0.1903 -0.9465 -2.8441
H -2.1616 -1.0610 0.4983
H -1.6077 -2.1658 -0.8751
H -2.6894 -0.8255 -1.0878
*
```

LUMO energy (alpha / beta) (eV): 3.6 / 3.6
E_HOMO (alpha / beta) (hartree): -0.0851 / -0.0851
Energy above the lowest of the compared OMol25 structures with the same formula, charge and spin (kcal per mole): 7.8
Kohn-Sham gap (alpha / beta) (eV): 5.956 / 5.957

=====

(9)
C9H11O3 | wB97M-V/def2-TZVPD

The geometry in ORCA input format:
```
! RIJCOSX wB97M-V def2-TZVPD def2/J DEFGRID3
* xyz -1 1
C 1.5971 -2.1842 0.4277
C -0.0715 1.0847 1.6673
C 1.0123 1.9826 1.6158
C 0.1995 -0.1368 1.2396
C 1.3956 -0.6307 0.6708
C 2.2686 1.6571 0.9949
C 2.4427 0.3219 0.6426
O 0.6900 3.1737 2.1711
H -1.0512 1.5654 1.8450
H -0.5700 -0.9558 1.3587
H 3.0895 2.3490 1.0262
H 0.7151 4.0048 1.6176
H 2.6640 -2.4352 0.2553
H 0.8187 -2.5879 -0.2586
H 3.4070 -0.1336 0.1519
H 1.3046 -2.6639 1.2719
C -2.2739 -1.0815 -2.5839
C -3.5176 -0.0056 -2.2514
O -4.0231 0.7357 -3.1035
O -3.9487 -0.0035 -1.0417
H -1.6271 -0.7609 -3.4051
H -2.8452 -2.0527 -2.6660
H -1.6763 -1.2427 -1.6464
*
```

LUMO energy (eV): 2.7
E_HOMO (hartree): -0.1293
Energy above the lowest of the compared OMol25 structures with the same formula, charge and spin (kcal per mole): 65.5
Kohn-Sham gap (eV): 6.254

=====

(10)
C9H11O3 | wB97M-V/def2-TZVPD

The geometry in ORCA input format:
```
! RIJCOSX wB97M-V def2-TZVPD def2/J DEFGRID3
* xyz -1 1
C -2.1849 1.4054 -3.7071
C -1.3890 2.1385 -2.5968
O -1.0740 1.3708 -1.6210
O -1.0664 3.2892 -2.8677
H -1.3233 0.8952 -4.1242
H -2.6131 2.1404 -4.3976
H -2.9845 0.7010 -3.4401
C 0.7871 -2.8541 2.5162
C -0.1405 0.6886 1.5413
C 0.8883 0.8389 0.5803
C -0.2381 -0.5697 2.1219
C 0.8395 -1.4264 1.9749
C 1.9426 -0.0647 0.4192
C 1.9225 -1.2929 1.0909
O 0.8271 1.9394 -0.1746
H -0.6644 1.5935 1.8273
H -1.0492 -1.0462 2.6620
H 2.7722 0.2472 -0.2155
H -0.0508 1.7464 -0.9195
H 0.7765 -2.9253 3.6249
H 1.5429 -3.5317 2.1186
H 2.7066 -2.0290 1.1599
H -0.2271 -3.2546 2.4266
*
```

LUMO energy (eV): 3.4
E_HOMO (hartree): -0.1554
Energy above the lowest of the compared OMol25 structures with the same formula, charge and spin (kcal per mole): 31.8
Kohn-Sham gap (eV): 7.670